# 1
A structure of composition C38H60BrClN5O5SSiTi, computed with ωB97M-V/def2-TZVPD.

Summary:
E_tot ... -6705.600117 Ha
Orbital gap (alpha / beta) ... 3.8732 / 6.1965 eV
Largest force on an atom ... 3.395 eV/Å

ORCA input file:
```
! RIJCOSX wB97M-V def2-TZVPD def2/J DEFGRID3
* xyz -1 3
Ti -1.02548 0.19064 -0.36775
N -2.78274 -0.37785 -4.66993
C -2.70416 -1.86434 -4.71759
C -3.86968 -2.47215 -3.91876
C -3.65430 -2.45671 -2.41441
N -3.95995 -1.14947 -1.80552
C -2.25506 -2.92067 -1.98452
C -1.10362 -2.36618 -2.78598
N -0.82198 -0.96063 -2.40961
C -1.41170 -2.53276 -4.23827
H -3.47464 -0.08174 -3.95920
H -3.15984 -0.02331 -5.52929
H -3.11700 0.17006 -1.78253
H -2.80745 -2.28401 -5.72316
H -4.06433 -3.50708 -4.20150
H -4.80076 -1.91497 -4.17942
H -4.36463 -3.23130 -2.02550
H -3.88093 -1.21763 -0.76846
H -4.96940 -0.93405 -2.03830
H -2.24883 -4.00959 -1.98158
H -2.07229 -2.65622 -0.94261
H -0.17992 -2.87366 -2.48975
H -1.13343 -0.29273 -3.15172
H 0.20044 -0.86499 -2.43635
H -1.48793 -3.59662 -4.47880
H -0.60284 -2.23850 -4.84650
C 0.97617 0.99919 4.46982
C 2.03616 0.03520 4.00661
C 1.97469 -1.36547 4.52464
C 3.44932 0.51102 4.23471
O 1.73699 -0.03679 2.55787
Si 2.69000 -0.13314 1.25905
S 1.41878 -0.24079 -0.38504
O 3.67938 1.16940 1.27903
C 4.66939 1.59220 0.31387
C 4.01984 2.31914 -0.85732
C 5.59130 2.58498 1.05592
C 5.41657 0.37856 -0.20157
O 3.70621 -1.43261 1.46770
C 3.71592 -2.75529 0.99724
C 4.68288 -3.60650 1.81345
C 2.26359 -3.29769 1.16643
C 4.12838 -2.82222 -0.44101
H 1.04073 1.16272 5.53004
H -0.08104 0.70432 4.18396
H 1.10099 1.93178 3.93680
H 1.92756 -1.41865 5.59483
H 2.85447 -1.97392 4.22976
H 1.04107 -1.86159 4.20657
H 3.70186 0.49277 5.34641
H 3.56947 1.58659 3.98386
H 4.14208 -0.05682 3.61168
H 3.43594 3.19545 -0.54630
H 3.37148 1.59880 -1.32892
H 4.82117 2.52553 -1.54054
H 4.99931 3.46471 1.30928
H 6.43653 2.94656 0.46222
H 6.06288 2.15021 1.97415
H 4.81626 -0.32375 -0.84389
H 5.86646 -0.21609 0.60209
H 6.18505 0.75863 -0.92444
H 4.28296 -3.79049 2.79859
H 5.70908 -3.16984 1.84177
H 4.72429 -4.56405 1.31785
H 2.02954 -3.17658 2.19519
H 2.10890 -4.35221 0.85736
H 1.59716 -2.64465 0.62580
H 5.20086 -2.78055 -0.47323
H 3.60512 -2.06614 -1.00714
H 3.83533 -3.81910 -0.72038
Cl -2.97637 5.60618 -0.04144
C -1.67689 4.55976 0.40669
C -0.48159 5.06682 0.82580
C 0.63295 4.11356 1.11135
C 0.32858 2.84767 1.00087
N -0.82124 2.31870 0.49022
C -1.89041 3.23900 0.28481
H -0.42110 6.12853 0.98514
H 1.60388 4.26744 1.53912
H 1.06054 2.13648 1.36526
H -2.85543 2.77677 0.11289
Br -3.24627 6.54039 -5.03605
C -2.28698 5.11484 -4.23136
C -0.93424 5.19330 -4.18182
C -0.19993 4.14473 -3.62095
C -0.90350 3.08739 -2.97623
C -2.26578 3.04049 -3.08992
C -2.98235 4.07910 -3.62079
C -3.17650 2.04176 -2.33808
O -4.34951 2.14797 -2.19925
O -2.52091 1.02437 -1.80677
H -0.38299 6.13027 -4.46465
H 0.82849 4.22648 -3.44108
H -0.43504 2.28372 -2.39907
H -4.05344 4.16131 -3.59876
C -0.80762 -3.01093 1.87257
C -2.05384 -2.42330 2.46809
C -2.64329 -2.95176 3.57987
C -3.78221 -2.39348 4.15058
C -4.42025 -1.37786 3.48725
C -3.87637 -0.84172 2.31611
C -4.55711 0.26026 1.63575
C -2.65021 -1.29332 1.80606
N -2.11848 -0.73212 0.68797
H -0.38161 -3.83611 2.48082
H -0.06083 -2.20972 1.85272
H -0.98945 -3.38857 0.87871
H -2.14321 -3.79040 3.99862
H -4.18520 -2.85153 5.10033
H -5.37289 -0.97298 3.73197
H -5.58279 0.41789 1.96387
H -4.64829 0.16983 0.50584
H -4.10899 1.21233 1.76921
*
```

Here are the Mulliken charges for atoms 1 to 99, given in e: Ti -0.24; N -0.39; C 0.26; C -1.57; C 0.33; N -0.71; C -0.65; C -0.20; N -0.47; C -1.57; H 0.04; H 0.35; H -0.39; H 0.33; H 0.54; H 0.35; H 0.44; H -0.22; H 0.35; H 0.63; H -0.70; H 0.61; H 0.03; H 0.44; H 0.59; H 0.46; C -1.61; C 1.85; C -1.29; C -1.31; O 0.43; Si -1.50; S 0.40; O 0.19; C 2.00; C -1.54; C -1.81; C -1.40; O -0.54; C 2.52; C -2.02; C -1.00; C -2.02; H 0.40; H 0.20; H 0.34; H 0.57; H 0.17; H 0.09; H 0.42; H 0.19; H 0.18; H 0.26; H 0.20; H 0.54; H 0.36; H 0.38; H 0.34; H 0.12; H 0.20; H 0.56; H 0.36; H 0.35; H 0.46; H 0.20; H 0.48; H -0.19; H 0.47; H 0.09; H 0.65; Cl -0.27; C 0.32; C -1.07; C -1.01; C -0.77; N 0.95; C -1.15; H 0.39; H 0.58; H 0.51; H 0.53; Br -0.22; C -0.14; C -0.17; C -1.19; C 0.23; C 0.42; C -0.63; C -0.06; O -0.66; O 2.81; H 0.30; H 0.52; H 0.27; H 0.53; C -0.58; C 0.52; C -0.76; C -0.81


# 2
A structure of composition C38H61BBrEuN11O2S3, computed with ωB97M-V/def2-TZVPD.

Summary:
Energy above the lowest of the compared OMol25 structures with the same formula, charge and spin ... 0.563 eV
E_tot ... -6740.455534 Ha
Orbital gap (alpha / beta) ... 6.4759 / 7.5478 eV
Largest force on an atom ... 2.762 eV/Å

ORCA input file:
```
! RIJCOSX wB97M-V def2-TZVPD def2/J DEFGRID3
* xyz 3 7
Eu -0.67155 0.50453 0.22029
C -0.25428 -1.69006 -5.15449
C 0.66937 -0.61762 -4.68789
C 1.38771 0.15023 -5.59099
C 2.19856 1.20854 -5.12480
N 2.47590 1.34654 -3.82889
N 1.89119 0.53540 -2.93663
B 2.57607 0.44508 -1.59686
N 2.55327 1.62407 -0.63882
N 3.70081 1.43860 -1.33398
C 4.81129 2.14548 -1.12618
C 4.73713 3.14535 -0.14405
C 3.58042 3.36224 0.61584
C 3.54286 4.37396 1.71003
C 2.43608 2.56696 0.36320
S 0.98710 2.76024 1.21510
C 6.07045 1.85529 -1.89393
C 7.20206 1.61300 -0.87783
C 5.90352 0.61340 -2.76479
C 6.39775 3.07700 -2.76916
N 2.76481 -0.97664 -1.11776
N 3.30974 -1.73101 -2.09300
C 3.67812 -2.98630 -1.82865
C 3.58130 -3.52585 -0.53426
C 3.00157 -2.77976 0.49005
C 2.84482 -3.32381 1.86928
C 2.51739 -1.49060 0.16840
S 1.66447 -0.57573 1.31484
C 4.20022 -3.77723 -3.00644
C 4.61650 -5.19494 -2.61160
C 3.09071 -3.84911 -4.06995
C 5.41270 -3.04465 -3.60608
C 0.84698 -0.33633 -3.31062
S -0.18006 -0.99501 -2.13014
C 2.84867 2.17793 -6.08781
C 1.99600 2.34512 -7.35185
C 4.21992 1.59362 -6.47810
C 3.03953 3.55298 -5.42906
H -0.48141 -1.57594 -6.21186
H -1.18052 -1.70380 -4.58324
H 0.22085 -2.66510 -5.01580
H 1.29457 -0.03265 -6.65037
H 5.61660 3.74341 0.04065
H 4.48545 4.90799 1.79218
H 3.34358 3.87805 2.66214
H 2.73479 5.09128 1.55847
H 6.93237 0.82299 -0.17468
H 7.45157 2.51303 -0.31788
H 8.09670 1.29986 -1.41557
H 5.73163 -0.26901 -2.14959
H 6.81712 0.45260 -3.33666
H 5.07331 0.71857 -3.46366
H 6.49482 3.98749 -2.17823
H 5.62854 3.22717 -3.52781
H 7.34756 2.90367 -3.27513
H 3.93477 -4.52376 -0.33311
H 3.26377 -4.32408 1.94184
H 1.79326 -3.35925 2.15459
H 3.34262 -2.67735 2.59477
H 3.78225 -5.76582 -2.20214
H 5.43462 -5.18444 -1.89026
H 4.96666 -5.71964 -3.49959
H 2.25638 -4.46326 -3.72488
H 3.49597 -4.30621 -4.97258
H 2.72383 -2.85170 -4.32085
H 6.18342 -2.87394 -2.85228
H 5.11813 -2.09157 -4.04437
H 5.84399 -3.66437 -4.39190
H 2.02464 1.46219 -7.99020
H 2.39233 3.17626 -7.93492
H 0.95531 2.57084 -7.11175
H 4.12016 0.58870 -6.89092
H 4.89399 1.55869 -5.62133
H 4.66581 2.23267 -7.24028
H 2.08919 4.08735 -5.38142
H 3.73794 4.14783 -6.01663
H 3.42912 3.45253 -4.41767
C -4.45108 -3.52459 1.70184
O -3.16046 -2.87921 1.76185
C -2.84851 -1.89529 0.98190
O -1.72835 -1.36477 1.07299
N -3.74612 -1.42570 0.09085
N -3.35896 -0.34817 -0.72569
H -4.42538 -4.29063 2.46776
H -4.60659 -3.99375 0.73012
H -5.24798 -2.81607 1.92920
H -4.63373 -1.87526 -0.06859
H -4.08493 0.35900 -0.67424
H -3.30555 -0.66756 -1.68903
C -0.56189 3.52988 -4.04532
C -0.34500 4.04125 -2.62338
C -1.38744 5.10061 -2.25314
C 1.06130 4.61651 -2.46630
N -0.38041 2.88580 -1.68245
N -1.65254 2.21795 -1.56167
H -0.31722 4.31792 -4.75641
H -1.60090 3.24416 -4.22496
H 0.08669 2.67197 -4.23760
H -1.18772 6.02036 -2.80119
H -1.34894 5.33735 -1.18540
H -2.40323 4.79322 -2.51347
H 1.21660 5.42299 -3.18096
H 1.81238 3.84358 -2.64162
H 1.19720 5.02908 -1.46171
H -0.18118 3.28231 -0.76809
H -1.84343 1.82405 -2.47861
H -2.39367 2.90233 -1.39857
Br -3.34462 0.25979 5.71520
C -3.00658 1.38109 4.24103
C -3.48673 2.68244 4.19239
C -3.19812 3.44399 3.06961
C -2.47062 2.87822 2.04189
N -2.01332 1.61546 2.07414
C -2.26435 0.89423 3.17707
H -4.06601 3.08530 5.01247
H -3.53048 4.46934 2.98905
H -2.23444 3.45779 1.15553
H -1.85641 -0.10866 3.22262
*
```

Here are the Mulliken charges for atoms 1 to 99, given in e: Eu 0.80; C -1.69; C -0.53; C -0.62; C -0.40; N 0.03; N 0.88; B -0.69; N -0.19; N 0.17; C 0.28; C -0.86; C 0.16; C -1.88; C 0.91; S -0.41; C 2.33; C -1.82; C -1.57; C -1.59; N 0.75; N -0.27; C -0.15; C -0.65; C 0.19; C -1.82; C 1.03; S -0.27; C 2.29; C -2.29; C -1.47; C -1.41; C 1.53; S -0.57; C 2.21; C -1.93; C -1.60; C -1.13; H 0.49; H 0.35; H 0.23; H 0.54; H 0.47; H 0.47; H 0.39; H 0.37; H 0.36; H 0.42; H 0.49; H 0.31; H 0.73; H -0.36; H 0.41; H 0.21; H 0.48; H 0.65; H 0.40; H 0.37; H 0.38; H 0.48; H 0.47; H 0.41; H 0.43; H 0.47; H 0.07; H 0.34; H 0.12; H 0.51; H 0.44; H 0.44; H 0.37; H 0.40; H 0.17; H 0.52; H 0.16; H 0.57; H -0.21; C -0.90; O -0.27; C 0.68; O -0.17; N -0.21; N -0.40; H 0.25; H 0.39; H 0.39; H 0.23; H 0.31; H 0.28; C -2.10; C 1.45; C -1.86; C -1.38; N 0.50; N -0.59; H 0.55; H 0.38; H 0.48; H 0.50